A) A molecular structure, CH4N2Si, computed with the ωB97M-V functional and the def2-TZVPD basis.

Computed properties:
- orbital gap (spin up / spin down) (Eh) = 0.2704 / 0.2894
- HOMO (spin up / spin down) (eV) = -9.0 / -9.0
- LUMO level (spin up / spin down) (eV) = -1.7 / -1.1

Each line ends with the Mulliken charge.
CARTESIAN COORDINATES (ANGSTROEM)
C  -1.2490  0.0338  0.3199  -0.06
N  -0.3333  -1.0209  -0.1474  -0.34
N  -0.4352  0.4327  -0.7652  -0.35
Si  1.1425  -0.1143  0.0201  0.32
H  -2.1999  -0.1136  -0.2216  0.22
H  -1.2877  0.5000  1.3302  0.25
H  1.4051  0.1217  1.4255  -0.04
H  2.9575  0.1605  -1.9614  -0.01

***

B) 2 unconnected molecules or ions with the total composition CH4N2Si, computed with the ωB97M-V functional and the def2-TZVPD basis.

Computed properties:
- orbital gap (Eh) = 0.3242
- HOMO (eV) = -11.0
- LUMO level (eV) = -2.2

Each line ends with the Mulliken charge.
CARTESIAN COORDINATES (ANGSTROEM)
C  1.9373  0.0967  -0.0287  0.14
N  3.0007  -0.1819  0.2656  -0.26
N  0.0901  0.9149  -0.2686  -0.24
Si  -1.0523  -0.3205  -0.0658  0.37
H  0.1697  1.8405  -0.0182  0.27
H  -1.5992  -0.5462  1.2537  -0.10
H  -0.1638  -1.5136  -0.3790  -0.10
H  -2.3826  -0.2899  -0.7591  -0.09

***

Energies relative to the most stable structure are A) 60.2; B) 0.0, reported in kcal/mol.